# 1
ORCA calculation (ωB97M-V with the def2-TZVPD basis set) on a molecular structure, C28H56ClLiO11 in a non-equilibrium geometry.

Cartesian coordinates (Å):
1 Li -13.491 -11.475 -1.662
2 Cl -11.194 -11.964 -4.768
3 O -10.383 -13.096 -4.958
4 O -12.504 -12.493 -4.562
5 O -10.698 -11.272 -3.588
6 O -11.133 -11.179 -5.977
7 C -4.572 -13.256 -2.892
8 C -3.120 -13.155 -2.916
9 C -2.863 -13.024 -4.394
10 O -4.052 -12.539 -4.903
11 C -5.135 -12.344 -3.928
12 H -5.030 -12.932 -1.957
13 H -4.882 -14.299 -2.968
14 H -2.713 -14.090 -2.532
15 H -2.786 -12.367 -2.240
16 H -2.748 -14.038 -4.778
17 H -1.929 -12.510 -4.623
18 H -6.127 -12.698 -4.212
19 H -5.087 -11.262 -3.801
20 C -8.609 -12.193 -11.639
21 C -7.545 -12.042 -12.674
22 C -6.446 -11.115 -12.026
23 O -6.740 -11.186 -10.657
24 C -8.125 -11.370 -10.440
25 H -8.787 -13.218 -11.314
26 H -9.620 -11.907 -11.927
27 H -7.906 -11.521 -13.561
28 H -7.309 -12.960 -13.213
29 H -6.473 -10.081 -12.370
30 H -5.447 -11.486 -12.258
31 H -8.568 -10.374 -10.435
32 H -8.290 -11.731 -9.425
33 C -14.654 -7.627 -9.890
34 C -15.535 -8.440 -8.962
35 C -14.863 -8.309 -7.636
36 O -13.767 -7.342 -7.705
37 C -14.093 -6.606 -8.881
38 H -15.122 -7.228 -10.789
39 H -13.785 -8.173 -10.260
40 H -15.591 -9.474 -9.301
41 H -16.537 -8.041 -8.801
42 H -14.416 -9.189 -7.174
43 H -15.515 -7.811 -6.918
44 H -13.190 -6.115 -9.243
45 H -14.793 -5.804 -8.645
46 C -5.902 -16.773 -8.480
47 C -5.276 -16.381 -9.798
48 C -4.473 -15.135 -9.411
49 O -5.248 -14.570 -8.381
50 C -6.225 -15.472 -7.792
51 H -5.310 -17.507 -7.933
52 H -6.799 -17.282 -8.831
53 H -6.044 -15.988 -10.464
54 H -4.709 -17.111 -10.376
55 H -4.247 -14.449 -10.228
56 H -3.572 -15.523 -8.936
57 H -7.263 -15.256 -8.047
58 H -6.212 -15.665 -6.720
59 C -10.561 -13.509 1.512
60 C -10.950 -14.564 0.505
61 C -12.419 -14.347 0.505
62 O -12.551 -12.898 0.557
63 C -11.389 -12.335 1.285
64 H -9.515 -13.205 1.505
65 H -10.637 -13.989 2.488
66 H -10.702 -15.609 0.692
67 H -10.555 -14.297 -0.475
68 H -12.824 -14.803 1.409
69 H -13.047 -14.711 -0.308
70 H -11.448 -11.873 2.270
71 H -10.920 -11.625 0.604
72 C -11.879 -16.690 -7.985
73 C -11.536 -16.906 -9.490
74 C -12.386 -18.147 -9.900
75 O -13.535 -18.061 -8.965
76 C -13.027 -17.629 -7.704
77 H -12.181 -15.678 -7.718
78 H -11.076 -17.031 -7.332
79 H -10.498 -17.054 -9.788
80 H -11.827 -16.091 -10.153
81 H -11.923 -19.130 -9.810
82 H -12.564 -18.105 -10.975
83 H -12.807 -18.492 -7.076
84 H -13.814 -17.076 -7.192
85 C -18.932 -15.445 -8.058
86 C -17.550 -14.838 -8.199
87 C -17.257 -14.257 -6.813
88 O -18.466 -13.621 -6.507
89 C -19.570 -14.478 -6.969
90 H -18.847 -16.479 -7.724
91 H -19.379 -15.511 -9.050
92 H -17.580 -14.088 -8.989
93 H -16.769 -15.507 -8.561
94 H -16.403 -13.580 -6.808
95 H -17.028 -15.108 -6.171
96 H -20.250 -13.904 -7.599
97 H -20.046 -15.078 -6.193

## Properties
HOMO energy: -8.8 eV
LUMO: -0.0647 hartree
HOMO-LUMO gap: 0.25742 Eh
relative energy (zero: lowest compared OMol25 entry of this formula, charge and spin): 53.7 kcal per mole

***

# 2
ORCA calculation (ωB97M-V with the def2-TZVPD basis set) on 8 unconnected molecules or ions with the total composition C28H56F12O24P4 in a non-equilibrium geometry.

Cartesian coordinates (Å):
1 C 12.799 16.192 10.318
2 C 13.877 17.006 9.576
3 O 15.187 16.699 9.984
4 C 15.836 15.664 9.468
5 O 15.415 14.970 8.514
6 C 17.145 15.405 10.130
7 F 18.139 16.066 9.578
8 F 17.114 15.799 11.365
9 F 17.432 14.078 10.066
10 H 12.881 16.187 11.405
11 H 12.700 15.180 9.925
12 H 11.850 16.719 10.219
13 H 13.738 18.071 9.759
14 H 13.693 16.861 8.512
15 C 10.342 9.640 14.847
16 C 10.455 9.750 16.364
17 O 9.236 10.133 17.018
18 C 9.237 11.153 17.869
19 O 10.314 11.725 18.289
20 C 7.824 11.630 18.150
21 F 7.796 12.821 17.632
22 F 6.850 10.798 17.666
23 F 7.601 11.761 19.405
24 H 11.257 9.163 14.495
25 H 10.523 10.596 14.356
26 H 9.384 9.283 14.468
27 H 11.315 10.387 16.570
28 H 10.709 8.753 16.726
29 C 15.042 10.635 17.486
30 C 14.164 11.254 16.352
31 O 14.850 12.239 15.582
32 C 14.241 12.624 14.393
33 O 13.159 12.188 13.945
34 C 15.041 13.712 13.646
35 F 15.291 13.312 12.326
36 F 14.275 14.814 13.678
37 F 16.245 13.996 14.279
38 H 15.265 11.441 18.185
39 H 15.999 10.329 17.063
40 H 14.573 9.812 18.025
41 H 13.155 11.577 16.609
42 H 14.049 10.480 15.593
43 C 16.743 8.402 20.221
44 C 17.921 8.126 21.194
45 O 17.349 7.650 22.432
46 C 18.089 7.329 23.532
47 O 19.326 7.470 23.581
48 C 17.291 6.792 24.733
49 F 16.731 7.851 25.375
50 F 16.315 6.024 24.338
51 F 18.029 6.144 25.535
52 H 15.879 8.854 20.708
53 H 16.364 7.462 19.821
54 H 17.041 8.979 19.345
55 H 18.664 8.900 21.382
56 H 18.478 7.329 20.701
57 C 13.165 8.065 22.929
58 O 12.019 8.167 22.092
59 P 12.122 8.962 20.659
60 O 10.876 9.133 19.916
61 O 12.944 10.316 21.064
62 C 13.102 11.348 20.101
63 O 13.306 8.011 19.955
64 C 13.001 6.937 18.989
65 H 13.112 7.100 23.434
66 H 13.155 8.869 23.665
67 H 14.127 8.110 22.419
68 H 12.658 11.185 19.120
69 H 14.150 11.636 20.013
70 H 12.533 12.203 20.466
71 H 11.975 6.577 19.069
72 H 13.707 6.123 19.154
73 H 13.251 7.326 18.002
74 C 19.746 11.950 22.936
75 O 18.906 13.135 22.819
76 P 17.321 12.927 22.642
77 O 16.484 14.158 22.539
78 O 16.957 11.902 23.863
79 C 15.711 11.211 24.007
80 O 17.203 12.083 21.268
81 C 17.330 12.748 20.041
82 H 19.289 10.983 22.725
83 H 20.090 11.921 23.970
84 H 20.550 12.027 22.205
85 H 15.173 11.093 23.066
86 H 15.049 11.633 24.764
87 H 15.869 10.230 24.455
88 H 18.267 13.304 20.092
89 H 16.459 13.302 19.692
90 H 17.684 12.051 19.281
91 C 11.012 14.528 19.905
92 O 12.171 15.221 20.329
93 P 13.546 15.225 19.357
94 O 13.872 13.952 18.678
95 O 14.751 15.755 20.400
96 C 14.379 16.838 21.274
97 O 13.264 16.620 18.463
98 C 12.518 16.605 17.269
99 H 10.995 14.123 18.893
100 H 10.180 15.221 20.025
101 H 10.853 13.729 20.629
102 H 15.217 17.455 21.598
103 H 14.078 16.411 22.231
104 H 13.656 17.546 20.867
105 H 11.572 17.138 17.366
106 H 12.306 15.567 17.010
107 H 12.949 17.063 16.379
108 C 14.344 8.681 13.836
109 O 15.517 9.493 13.959
110 P 17.016 8.871 14.059
111 O 17.267 8.038 15.232
112 O 17.234 8.002 12.695
113 C 18.465 7.396 12.368
114 O 18.002 10.130 13.861
115 C 17.700 10.992 12.777
116 H 13.808 8.441 14.754
117 H 14.694 7.690 13.548
118 H 13.694 9.179 13.116
119 H 18.323 6.316 12.360
120 H 19.249 7.596 13.099
121 H 18.839 7.594 11.364
122 H 16.837 10.644 12.208
123 H 18.571 11.131 12.136
124 H 17.395 11.999 13.060

## Properties
HOMO energy: -10.4 eV
SMILES: CCOC(=O)C(F)(F)F.CCOC(=O)C(F)(F)F.CCOC(=O)C(F)(F)F.CCOC(=O)C(F)(F)F.COP(=O)(OC)OC.COP(=O)(OC)OC.COP(=O)(OC)OC.COP(=O)(OC)OC
LUMO: 0.0141 hartree
HOMO-LUMO gap: 0.39451 Eh
relative energy (zero: lowest compared OMol25 entry of this formula, charge and spin): 40.2 kcal per mole

***

# 3
ORCA calculation (ωB97M-V with the def2-TZVPD basis set) on 7 unconnected molecules or ions with the total composition C28H56FN4O6.

Cartesian coordinates (Å):
1 N -1.958 2.909 4.302
2 C -1.132 2.540 3.328
3 N -1.529 2.030 2.148
4 C -0.405 1.844 1.475
5 N 0.680 2.197 2.158
6 C 2.082 2.190 1.760
7 C 2.698 3.572 1.877
8 F 1.784 4.512 1.447
9 N 0.207 2.626 3.374
10 H -2.925 2.633 4.243
11 H -1.668 3.497 5.064
12 H -0.329 1.455 0.467
13 H 2.626 1.472 2.380
14 H 2.067 1.830 0.728
15 H 3.583 3.631 1.240
16 H 2.984 3.827 2.901
17 H 0.803 2.950 4.120
18 C 3.023 -1.186 -2.539
19 C 4.044 -0.055 -2.622
20 C 3.250 1.118 -2.067
21 O 2.344 0.560 -1.098
22 C 2.321 -0.872 -1.229
23 H 3.485 -2.170 -2.544
24 H 2.319 -1.130 -3.371
25 H 4.904 -0.283 -1.990
26 H 4.407 0.123 -3.632
27 H 2.671 1.617 -2.849
28 H 3.874 1.864 -1.569
29 H 2.852 -1.313 -0.382
30 H 1.283 -1.208 -1.202
31 C 6.576 -4.353 -4.898
32 C 7.643 -3.262 -4.984
33 C 6.891 -2.057 -4.432
34 O 5.966 -2.573 -3.473
35 C 5.883 -3.996 -3.590
36 H 6.984 -5.362 -4.893
37 H 5.880 -4.269 -5.735
38 H 8.491 -3.508 -4.342
39 H 8.017 -3.094 -5.993
40 H 6.339 -1.540 -5.225
41 H 7.539 -1.335 -3.935
42 H 6.388 -4.458 -2.735
43 H 4.831 -4.286 -3.567
44 C -5.317 2.132 -1.129
45 C -4.404 1.772 0.044
46 C -5.416 1.331 1.095
47 O -6.505 0.759 0.384
48 C -6.391 1.057 -1.010
49 H -4.822 2.128 -2.098
50 H -5.749 3.123 -0.986
51 H -3.752 0.938 -0.225
52 H -3.781 2.597 0.387
53 H -5.772 2.188 1.680
54 H -5.022 0.582 1.787
55 H -6.104 0.147 -1.548
56 H -7.366 1.379 -1.375
57 C -0.279 -0.552 5.253
58 C -0.148 -0.986 6.715
59 C 1.066 -1.906 6.652
60 O 1.898 -1.387 5.607
61 C 1.186 -0.434 4.842
62 H -0.838 0.375 5.124
63 H -0.775 -1.329 4.669
64 H 0.063 -0.123 7.351
65 H -1.033 -1.486 7.102
66 H 0.779 -2.932 6.402
67 H 1.644 -1.922 7.574
68 H 1.585 0.566 5.080
69 H 1.351 -0.634 3.778
70 C 0.869 -5.177 3.351
71 C 0.998 -3.653 3.324
72 C 1.236 -3.400 1.845
73 O 0.540 -4.418 1.139
74 C 0.124 -5.443 2.047
75 H 0.337 -5.558 4.221
76 H 1.858 -5.638 3.328
77 H 0.055 -3.195 3.636
78 H 1.795 -3.258 3.951
79 H 2.305 -3.455 1.607
80 H 0.862 -2.429 1.510
81 H -0.959 -5.378 2.190
82 H 0.356 -6.411 1.605
83 C -7.287 4.525 -5.412
84 C -6.452 3.333 -5.879
85 C -5.239 3.436 -4.963
86 O -5.714 3.991 -3.736
87 C -7.039 4.499 -3.910
88 H -8.344 4.443 -5.662
89 H -6.903 5.451 -5.846
90 H -6.989 2.400 -5.698
91 H -6.183 3.373 -6.934
92 H -4.476 4.096 -5.387
93 H -4.778 2.469 -4.752
94 H -7.749 3.836 -3.403
95 H -7.095 5.484 -3.445

## Properties
HOMO energy: -11.0 eV
net charge: +1
LUMO: -0.0990 hartree
HOMO-LUMO gap: 0.30357 Eh

***

# 4
ORCA calculation (ωB97M-V with the def2-TZVPD basis set) on a molecular structure, C28H56MnP2Si in a non-equilibrium geometry.

Cartesian coordinates (Å):
1 Mn 0.713 2.169 -1.091
2 C 2.484 0.420 0.352
3 C 2.294 1.884 0.285
4 C 1.002 0.975 2.021
5 C 1.789 -0.063 1.457
6 C 1.307 2.183 1.346
7 C 3.507 -0.342 -0.390
8 H 3.720 0.096 -1.367
9 H 3.153 -1.367 -0.572
10 H 4.463 -0.379 0.154
11 C 2.035 -1.396 2.065
12 H 1.895 -2.212 1.345
13 H 1.425 -1.592 2.951
14 H 3.081 -1.443 2.403
15 C 0.229 0.873 3.278
16 H 0.773 1.301 4.133
17 H 0.024 -0.176 3.524
18 H -0.737 1.382 3.210
19 C 1.021 3.546 1.816
20 H 1.870 3.954 2.391
21 H 0.113 3.552 2.436
22 H 0.818 4.234 0.987
23 C 3.352 2.817 -0.230
24 H 4.203 2.903 0.465
25 H 2.942 3.817 -0.400
26 H 3.730 2.478 -1.210
27 C 0.111 0.981 -2.486
28 C 1.541 1.340 -2.632
29 C 2.001 2.374 -3.652
30 C 1.739 3.848 -3.255
31 C 0.941 3.981 -1.946
32 C -0.457 3.596 -1.866
33 C -1.227 3.123 -3.100
34 C -0.983 1.609 -3.352
35 H 1.547 2.170 -4.637
36 H 1.264 4.383 -4.099
37 H 3.089 2.228 -3.783
38 H -0.778 1.438 -4.425
39 H -0.115 -0.022 -2.079
40 H 2.246 0.525 -2.439
41 H -1.935 1.079 -3.125
42 H -2.305 3.298 -2.942
43 H -1.075 4.172 -1.170
44 H -0.992 3.709 -4.015
45 H 2.706 4.361 -3.133
46 H 1.277 4.834 -1.329
47 P 0.048 -2.784 -1.363
48 C 0.917 -4.342 -0.893
49 H 0.855 -5.117 -1.662
50 H 0.532 -4.760 0.034
51 H 1.981 -4.140 -0.745
52 C -1.466 -3.461 -2.150
53 H -1.327 -4.448 -2.600
54 H -1.814 -2.784 -2.935
55 H -2.251 -3.530 -1.397
56 C 1.011 -2.587 -2.961
57 H 0.625 -1.741 -3.540
58 H 0.965 -3.478 -3.605
59 H 2.070 -2.386 -2.764
60 P -3.436 0.698 0.893
61 C -2.876 2.377 1.394
62 H -3.624 3.159 1.209
63 H -1.971 2.640 0.827
64 H -2.606 2.372 2.460
65 C -3.950 1.063 -0.852
66 H -3.344 1.896 -1.242
67 H -5.021 1.295 -0.947
68 H -3.729 0.178 -1.472
69 C -5.049 0.574 1.766
70 H -5.538 1.553 1.859
71 H -4.809 0.191 2.772
72 H -5.718 -0.143 1.265
73 C -4.183 -2.998 1.361
74 Si -2.390 -3.402 1.810
75 C -2.349 -3.410 3.724
76 C -1.879 -5.152 1.296
77 C -1.189 -2.352 0.791
78 H -4.731 -3.939 1.184
79 H -4.246 -2.387 0.450
80 H -4.699 -2.454 2.169
81 H -3.064 -4.157 4.112
82 H -1.361 -3.682 4.134
83 H -2.627 -2.444 4.178
84 H -1.694 -5.195 0.214
85 H -0.959 -5.471 1.812
86 H -2.678 -5.869 1.540
87 H -1.504 -1.374 0.418
88 H -0.195 -2.257 1.285

## Properties
HOMO energy (spin up / spin down): -9.3 / -9.4 eV
spin multiplicity: 5
net charge: +1
LUMO (spin up / spin down): -0.1083 / -0.2731 hartree
<S²>: 6.3471
HOMO-LUMO gap (spin up / spin down): 0.23387 / 0.07142 Eh
relative energy (zero: lowest compared OMol25 entry of this formula, charge and spin): 170.1 kcal per mole